ORCA calculation (ωB97M-V with the def2-TZVPD basis set) on a structure of composition C7H23AuClIOP2.

```
36
Properties=species:S:1:pos:R:3:forces:R:3
C 1.752 -0.262 -0.189 0.872 -0.252 -0.186
I -1.233 1.563 1.373 -0.304 0.059 0.080
H 2.068 -1.075 -0.855 -0.231 0.233 0.175
H 2.044 -0.419 0.849 -0.317 0.046 -0.173
H 2.090 0.719 -0.524 -0.316 -0.154 0.054
Au -0.434 -0.425 -0.401 -0.129 0.395 0.346
P -0.458 -1.852 1.474 0.314 -1.522 0.501
C 0.276 -1.187 2.993 0.109 0.236 -0.252
C -2.135 -2.363 1.897 -0.072 0.334 -0.357
H -2.097 -3.228 2.572 -0.012 0.205 -0.135
H 0.293 -4.098 1.858 0.054 0.071 -0.125
H -2.634 -2.630 0.956 -0.085 -0.068 0.311
H 0.095 -3.731 0.103 0.040 -0.047 0.236
H -0.368 -0.393 3.391 0.090 -0.203 0.132
H -2.656 -1.523 2.372 -0.037 -0.282 -0.085
C 0.454 -3.358 1.068 0.126 0.188 -0.159
H 0.364 -2.002 3.724 -0.027 0.230 -0.131
H 1.525 -3.134 0.981 -0.196 -0.097 0.054
H 1.264 -0.761 2.783 -0.172 -0.175 0.183
P -0.368 1.313 -1.991 0.364 0.440 -1.647
C 0.396 2.871 -1.454 0.082 -0.277 0.300
C 0.565 0.751 -3.434 0.117 -0.170 0.205
H -2.542 0.786 -2.765 -0.085 0.326 -0.099
H -1.946 2.322 -3.504 -0.025 -0.125 0.238
H -2.542 2.303 -1.800 -0.046 -0.112 -0.280
C -2.021 1.734 -2.580 -0.062 -0.346 0.341
H 0.190 -0.236 -3.729 0.050 0.225 -0.066
H 0.440 1.475 -4.247 0.034 -0.124 0.113
H 0.580 3.498 -2.338 -0.056 -0.132 0.248
H 1.340 2.667 -0.932 -0.146 0.211 -0.204
H 1.628 0.661 -3.181 -0.197 0.042 -0.097
H -0.284 3.383 -0.764 0.134 0.106 -0.203
Cl -0.958 -2.169 -1.995 0.052 0.675 0.601
O 2.323 2.147 1.919 -0.754 -0.199 -0.065
H 2.095 1.794 2.794 0.282 0.307 -0.135
H 1.551 2.684 1.673 0.548 -0.044 0.279
```
Forces are in eV/Å.

orbital gap (alpha / beta) = 7.211 / 5.269 eV
E_LUMO (alpha / beta) = -9.03 / -11.52 eV
<S²> = 2.0176
energy relative to the best compared isomer or geometry (same formula, charge and spin) = 0.000 eV
net charge = +2
2S+1 = 3

=====

ORCA calculation (ωB97M-V with the def2-TZVPD basis set) on a structure of composition C35H26MnN7O5.

```
74
Properties=species:S:1:pos:R:3:forces:R:3
Mn 0.363 0.295 -0.112 0.357 -1.465 0.501
C 3.077 -1.031 1.413 -0.053 -0.069 -0.093
O 1.909 -0.195 1.427 -0.118 0.211 -0.424
C 1.494 0.279 2.661 0.175 -0.149 0.095
C 2.098 -0.062 3.856 0.116 -0.122 0.063
C 1.625 0.495 5.035 -0.036 0.025 0.024
C 0.562 1.387 5.014 0.001 -0.008 -0.011
C -0.045 1.708 3.812 -0.091 0.060 0.046
C 0.415 1.144 2.630 -0.339 0.219 -0.109
N -0.163 1.402 1.346 0.153 0.384 -0.428
N -1.112 2.286 1.359 0.102 -0.068 0.527
C -1.750 2.737 0.300 0.001 -0.049 -0.211
C -1.344 2.403 -1.036 0.167 0.160 0.366
O -0.412 1.533 -1.236 -0.253 -0.404 -0.460
C -1.933 3.063 -2.133 0.036 0.043 -0.194
C -2.942 3.948 -1.921 -0.054 0.073 0.006
C -3.449 4.259 -0.619 0.026 -0.043 -0.068
C -4.533 5.136 -0.460 -0.012 0.047 -0.096
C -5.017 5.420 0.793 -0.020 0.010 0.065
C -4.422 4.836 1.916 -0.017 0.026 -0.023
C -3.355 3.973 1.780 0.034 -0.028 0.079
C -2.856 3.670 0.511 0.083 -0.102 0.003
H 3.921 -0.501 1.849 0.015 0.044 0.016
H 3.283 -1.258 0.372 -0.007 -0.018 -0.016
H 2.893 -1.955 1.961 -0.010 -0.007 0.048
H 2.931 -0.750 3.889 -0.025 0.026 0.006
H 2.098 0.231 5.972 -0.005 0.015 -0.030
H 0.205 1.833 5.932 0.002 -0.026 -0.031
H -0.876 2.397 3.774 0.021 -0.003 0.021
H -1.566 2.840 -3.126 -0.022 -0.013 0.028
H -3.396 4.443 -2.773 -0.010 -0.027 0.035
H -4.986 5.583 -1.338 0.020 -0.010 0.017
H -5.857 6.091 0.911 0.018 -0.007 0.014
H -4.807 5.062 2.902 0.026 -0.009 -0.023
H -2.904 3.523 2.653 -0.021 0.012 -0.017
O 2.055 -2.562 -6.981 -0.049 -0.017 0.133
N 1.500 -2.928 -5.973 -0.003 -0.054 -0.094
O 0.896 -3.972 -5.823 0.022 0.107 0.018
C 1.596 -2.043 -4.790 -0.087 0.013 -0.014
C 2.721 -1.323 -4.661 0.152 0.099 0.009
C 2.921 -0.498 -3.504 0.184 -0.005 -0.107
C 4.057 0.309 -3.318 0.046 -0.020 -0.063
C 4.167 1.058 -2.172 -0.001 -0.021 0.028
C 3.152 0.981 -1.216 0.020 0.063 0.083
N 2.077 0.224 -1.375 -0.658 0.391 0.546
C 1.950 -0.491 -2.509 0.130 0.033 -0.035
C 0.749 -1.240 -2.672 -0.065 -0.086 -0.051
N -0.147 -1.138 -1.672 0.115 0.475 0.480
C -1.303 -1.760 -1.789 -0.095 -0.026 -0.042
C -1.638 -2.503 -2.923 0.017 0.021 0.004
C -0.728 -2.625 -3.944 -0.032 -0.046 -0.015
C 0.530 -2.003 -3.819 -0.111 -0.201 -0.200
H 3.486 -1.375 -5.425 -0.030 0.011 -0.022
H 4.828 0.337 -4.079 -0.020 0.005 0.038
H 5.017 1.701 -1.996 -0.012 -0.022 0.003
H 3.217 1.545 -0.292 -0.036 0.016 -0.028
H -1.996 -1.667 -0.962 -0.014 0.023 -0.032
H -2.609 -2.974 -2.987 0.022 0.027 0.002
H -0.975 -3.191 -4.830 0.040 -0.027 0.034
N 1.272 -5.223 1.245 0.058 0.081 0.066
C 0.755 -4.633 2.358 0.003 -0.107 -0.023
O 0.974 -5.002 3.487 -0.016 0.026 -0.072
C -0.106 -3.416 2.133 0.016 -0.032 0.020
C -1.161 -3.177 3.007 -0.074 -0.001 0.081
C -1.915 -2.029 2.853 0.007 -0.066 0.014
C -1.561 -1.129 1.864 -0.070 -0.030 -0.037
N -0.522 -1.334 1.048 0.307 0.636 -0.295
C 0.176 -2.471 1.171 0.017 0.008 -0.165
H 1.772 -6.088 1.386 0.018 0.003 0.005
H 0.878 -5.064 0.335 -0.071 -0.027 0.019
H -1.370 -3.895 3.791 0.025 0.025 0.002
H -2.750 -1.811 3.504 -0.019 -0.015 -0.038
H -2.122 -0.214 1.725 0.042 0.017 0.022
H 1.008 -2.601 0.489 -0.037 -0.009 -0.003
```
Forces are in eV/Å.

orbital gap (alpha / beta) = 6.549 / 6.433 eV
E_LUMO (alpha / beta) = -6.78 / -6.92 eV
energy relative to the best compared isomer or geometry (same formula, charge and spin) = 0.000 eV
net charge = +2

=====

ORCA calculation (ωB97M-V with the def2-TZVPD basis set) on the molecule C5H5ClOS.

```
13
Properties=species:S:1:pos:R:3:forces:R:3
O 0.239 -2.116 -1.370 -0.620 0.638 1.393
C 0.036 -1.142 -0.676 1.705 0.409 -2.569
C 0.201 0.309 -1.222 -1.041 -0.898 -0.245
C 0.050 1.217 -0.048 0.971 -0.040 1.141
C 0.230 0.309 1.177 -0.052 2.621 0.269
S 0.817 0.798 2.604 -0.212 -0.547 -0.565
C -0.224 -1.013 0.785 -0.269 -1.871 0.985
Cl -1.978 -1.178 1.004 -0.594 0.168 0.049
H -0.625 0.456 -1.919 0.348 0.016 -0.381
H 1.158 0.461 -1.689 0.265 -0.387 -0.488
H -0.923 1.658 -0.057 -0.700 0.398 0.373
H 0.801 1.998 -0.001 -0.098 0.213 -0.038
H 0.218 -1.757 1.413 0.297 -0.721 0.076
```
Forces are in eV/Å.

orbital gap = 8.047 eV
E_LUMO = -1.19 eV
energy relative to the best compared isomer or geometry (same formula, charge and spin) = 0.222 eV
structure (SMILES) = O=C1CCC(=S)[C@H]1Cl

=====

ORCA calculation (ωB97M-V with the def2-TZVPD basis set) on a structure of composition C16H54N22O17S.

```
110
Properties=species:S:1:pos:R:3:forces:R:3
C 1.057 -5.315 6.057 0.097 -0.175 -0.867
C 0.101 -5.797 4.935 -0.274 0.441 0.492
O -0.366 -7.115 5.266 0.154 0.437 -0.037
C -1.178 -4.892 4.841 -0.030 -0.906 1.205
O -0.885 -3.531 4.505 -0.217 -1.322 -1.369
C -0.824 -3.308 3.137 0.594 3.230 -0.332
C 0.167 -2.078 3.022 -0.512 1.529 0.760
O 0.996 -2.199 1.847 -1.098 -3.003 0.735
S 1.207 -3.861 1.784 3.788 3.011 -0.169
O 2.255 -4.080 2.805 -2.695 -0.768 -1.943
O 1.576 -4.066 0.371 -1.851 -0.626 2.904
O -0.284 -4.340 2.279 2.061 0.102 -0.800
H 2.035 -5.806 5.889 -0.531 0.263 0.375
H 1.200 -4.217 5.980 -0.125 -0.571 0.152
H 0.688 -5.602 7.060 0.103 0.207 -0.574
H 0.651 -5.840 3.978 -0.298 0.193 0.421
H -0.316 -7.635 4.465 -0.095 -0.257 -0.086
H -1.591 -4.874 5.873 0.185 0.106 -0.602
H -1.967 -5.355 4.211 0.557 0.396 -0.009
H -1.733 -2.980 2.597 -0.196 -0.815 0.758
H 0.712 -2.002 3.987 0.244 -0.428 -0.838
H -0.330 -1.095 2.934 -0.178 -0.678 -0.092
C 3.083 0.899 -0.964 -0.053 0.377 -0.154
O 3.515 1.955 -1.399 -0.060 -0.249 0.101
N 3.891 -0.054 -0.419 0.333 -0.283 0.161
N 1.757 0.580 -0.982 -0.269 0.068 -0.099
H 3.555 -0.926 -0.056 -0.058 0.023 -0.002
H 4.874 0.139 -0.386 -0.018 0.037 -0.022
H 1.127 1.258 -1.375 -0.015 -0.037 -0.010
H 1.385 -0.282 -0.628 0.014 0.013 0.051
C 4.596 -5.403 7.698 -0.285 -0.229 -0.022
O 3.675 -6.205 7.669 0.298 0.145 0.060
N 4.748 -4.427 6.758 -0.073 0.132 -0.235
N 5.548 -5.418 8.674 0.149 -0.076 0.237
H 5.494 -3.760 6.762 0.014 -0.009 0.028
H 4.063 -4.387 6.024 0.008 0.006 0.007
H 5.467 -6.124 9.382 -0.015 0.002 -0.016
H 6.312 -4.771 8.719 -0.012 0.020 -0.029
C -1.597 1.852 3.550 -0.077 -0.132 -0.210
O -0.638 1.189 3.934 -0.070 0.173 -0.055
N -2.497 2.403 4.412 0.017 0.049 0.378
N -1.843 2.096 2.236 0.325 -0.020 -0.046
H -3.286 2.948 4.121 -0.001 -0.027 -0.056
H -2.350 2.244 5.391 -0.014 -0.007 -0.012
H -1.201 1.707 1.567 -0.123 0.003 -0.113
H -2.620 2.635 1.903 -0.024 -0.064 -0.060
C -2.705 -2.964 -0.662 0.026 0.226 0.131
O -2.415 -1.992 0.023 0.009 -0.250 0.041
N -3.966 -3.181 -1.129 -0.231 0.074 0.052
N -1.785 -3.906 -1.009 0.299 -0.100 0.052
H -4.224 -3.969 -1.691 0.046 -0.002 -0.027
H -4.665 -2.503 -0.891 0.024 0.023 -0.033
H -0.848 -3.765 -0.676 0.017 -0.049 -0.061
H -1.990 -4.715 -1.564 -0.021 0.021 -0.029
C 1.948 5.055 2.870 0.033 0.056 -0.096
O 2.386 6.114 2.435 -0.183 0.003 -0.040
N 2.750 4.102 3.416 0.250 -0.031 0.134
N 0.623 4.742 2.840 -0.243 0.097 0.033
H 2.412 3.229 3.775 -0.075 0.005 -0.054
H 3.733 4.297 3.452 -0.008 0.000 -0.041
H 0.001 5.418 2.440 -0.013 -0.053 -0.061
H 0.247 3.882 3.193 0.047 -0.062 -0.041
C -1.730 2.127 -2.887 -0.072 -0.026 0.104
O -2.268 1.953 -1.793 0.077 0.062 -0.093
N -1.158 1.116 -3.594 0.137 -0.080 0.115
N -1.659 3.346 -3.483 -0.222 -0.264 0.129
H -0.711 1.239 -4.489 -0.017 -0.148 -0.094
H -1.189 0.199 -3.189 -0.081 -0.008 -0.021
H -2.064 4.118 -2.992 0.201 0.089 0.055
H -1.227 3.512 -4.373 0.058 0.174 0.046
C 0.811 -0.540 -6.697 -0.009 0.064 0.169
O 0.077 0.366 -6.324 0.040 -0.048 -0.031
N 0.933 -0.887 -8.007 -0.098 0.082 -0.255
N 1.563 -1.273 -5.831 0.007 0.006 0.192
H 1.526 -1.624 -8.336 0.015 -0.018 0.050
H 0.392 -0.366 -8.671 -0.001 -0.001 0.015
H 1.498 -1.042 -4.857 0.047 0.004 -0.006
H 2.170 -2.020 -6.112 -0.022 -0.022 -0.008
C 3.198 -5.967 -2.760 -0.227 0.064 -0.118
O 2.527 -5.870 -3.780 0.152 -0.008 0.154
N 4.429 -6.554 -2.749 0.243 -0.142 -0.158
N 2.771 -5.496 -1.557 0.036 -0.146 -0.282
H 4.996 -6.644 -1.928 -0.032 0.019 0.030
H 4.774 -6.912 -3.620 -0.013 0.003 0.007
H 1.871 -5.060 -1.530 0.013 0.039 0.071
H 3.301 -5.562 -0.710 -0.030 0.047 0.029
C -2.122 6.123 -5.497 0.319 0.029 0.111
O -1.163 5.458 -5.132 -0.274 0.261 -0.272
N -3.003 6.677 -4.618 -0.200 -0.319 0.251
N -2.388 6.364 -6.813 -0.027 -0.132 -0.267
H -3.794 7.229 -4.892 0.050 0.079 0.001
H -2.832 6.524 -3.638 0.103 0.268 0.014
H -1.758 5.970 -7.487 -0.001 0.004 0.015
H -3.165 6.908 -7.135 0.042 0.084 0.032
C -0.554 7.874 -0.359 0.169 -0.112 -0.323
O -1.229 7.967 -1.376 -0.105 -0.022 0.142
N 0.680 7.307 -0.342 0.168 -0.058 0.057
N -0.988 8.334 0.851 -0.306 0.077 0.286
H 1.243 7.222 0.489 0.025 -0.092 -0.010
H 1.037 6.956 -1.212 -0.017 -0.021 0.010
H -1.895 8.760 0.881 0.019 0.013 -0.019
H -0.451 8.271 1.696 0.101 0.027 -0.059
C -5.915 3.392 -5.290 -0.145 -0.322 0.206
O -6.835 2.587 -5.280 0.141 0.200 -0.072
N -5.792 4.351 -6.254 -0.131 0.282 -0.330
N -4.936 3.403 -4.346 -0.020 -0.026 0.225
H -5.045 5.018 -6.283 0.092 -0.093 0.044
H -6.495 4.374 -6.969 0.002 -0.033 0.016
H -4.989 2.710 -3.621 0.090 -0.010 -0.013
H -4.173 4.054 -4.339 0.054 -0.065 -0.072
```
Forces are in eV/Å.

orbital gap = 9.341 eV
E_LUMO = 0.02 eV

=====

One value per record, in order, for molar mass: 544.53, 679.57, 148.61, 858.81 g mol⁻¹.
One value per record, in order, for calculated total energy: -52555.6182, -88689.5293, -30670.3129, -95902.8102 eV.